ORCA calculation (ωB97M-V/def2-TZVPD) on C57H50F6IN2O5P2RbS2 as an isolated structure in a non-equilibrium geometry.

The geometry in XYZ format:
```
126
Properties=species:S:1:pos:R:3:forces:R:3:lowdin_charge:R:1
Rb 0.5006 1.0591 0.6099 -0.1 -1.0 -1.5 0.698
I -3.0798 2.2443 -1.1778 0.0 0.1 0.0 0.986
C -2.3005 2.8846 -3.0186 0.1 0.0 -0.1 -0.632
C -3.1586 3.4853 -3.8972 -0.1 0.0 0.1 -0.198
C -2.6777 3.9235 -5.1491 0.1 0.0 0.0 -0.124
C -1.3623 3.7466 -5.4689 0.0 0.0 0.0 -0.072
C -0.4660 3.1265 -4.5612 0.0 0.0 0.0 -0.195
C 0.8960 2.9512 -4.8994 0.0 0.0 0.0 -0.089
C 1.7350 2.3488 -4.0034 0.0 0.0 0.0 -0.113
C 1.2490 1.8996 -2.7539 0.0 0.0 0.0 -0.200
C -0.0659 2.0198 -2.3273 0.1 0.0 0.0 -0.170
C -0.9178 2.6658 -3.2845 0.0 -0.1 0.1 -0.294
H -4.1996 3.6258 -3.6356 0.0 0.0 0.0 0.069
H -3.3576 4.3985 -5.8474 0.0 0.0 0.0 0.085
H -0.9794 4.0787 -6.4296 0.0 0.0 0.0 0.096
H 1.2487 3.3031 -5.8641 0.0 0.0 0.0 0.090
H 2.7847 2.2136 -4.2519 0.0 0.0 0.0 0.088
H 1.9902 1.4250 -2.1066 0.0 0.0 0.0 0.047
C 2.1947 -1.6889 -2.8330 0.0 0.0 0.0 -0.056
C 1.5127 -2.9115 -3.4324 0.0 0.0 0.0 -0.377
C 2.5571 -3.9340 -3.8763 0.0 0.0 0.0 -0.070
C 0.5696 -3.5674 -2.4177 0.1 0.0 0.0 -0.272
C -0.3202 -4.6715 -3.0148 0.0 0.0 0.0 -0.087
O -1.6359 -4.0821 -3.0682 0.0 0.0 0.0 -0.011
C -1.5396 -2.9424 -2.3124 0.1 0.0 0.0 -0.353
N -0.4024 -2.6057 -1.8860 0.0 0.1 0.0 0.198
C -2.8090 -2.2102 -2.1214 -0.1 0.0 0.0 -0.154
C -3.5746 -1.9612 -3.2561 0.0 0.0 0.1 -0.015
C -4.7713 -1.2724 -3.1594 0.0 0.0 0.0 -0.078
C -5.2174 -0.8577 -1.9165 0.0 0.0 0.0 -0.107
C -4.4669 -1.1229 -0.7813 0.0 -0.1 0.0 -0.122
C -3.2474 -1.7921 -0.8558 0.0 0.0 0.0 -0.305
P -2.1986 -2.0843 0.6343 0.1 0.0 0.0 1.150
C -3.2478 -1.3425 1.9467 0.0 -0.1 0.0 -0.381
C -4.0232 -2.0354 2.8722 0.0 0.0 0.0 -0.082
C -4.7151 -1.3430 3.8594 0.0 0.0 0.0 -0.092
C -4.6515 0.0431 3.9217 0.0 -0.1 0.0 -0.092
C -3.8869 0.7438 2.9980 0.0 0.0 0.0 -0.072
C -3.1821 0.0500 2.0304 0.1 -0.2 -0.1 -0.136
C -2.4752 -3.8896 0.8874 -0.1 0.0 0.1 -0.353
C -1.8014 -4.4913 1.9546 0.0 0.0 0.0 -0.115
C -1.9196 -5.8506 2.1984 0.0 0.0 0.0 -0.082
C -2.7073 -6.6407 1.3714 0.0 0.0 0.0 -0.105
C -3.3876 -6.0571 0.3143 0.0 0.0 0.0 -0.092
C -3.2809 -4.6910 0.0793 0.1 0.0 0.1 -0.075
H 2.8620 -1.2221 -3.5613 0.0 0.0 0.0 0.085
H 2.7979 -1.9845 -1.9714 0.0 0.0 0.0 0.071
H 1.4728 -0.9411 -2.5054 0.0 0.0 0.0 0.065
H 0.9132 -2.6001 -4.2981 0.0 0.0 0.0 0.145
H 3.1621 -4.2371 -3.0163 0.0 0.0 0.0 0.078
H 3.2287 -3.5057 -4.6230 0.0 0.0 0.0 0.075
H 2.1098 -4.8346 -4.3062 0.0 0.0 0.0 0.063
H 1.1768 -3.9487 -1.5922 0.0 0.0 -0.1 0.120
H -0.3749 -5.5577 -2.3779 0.0 0.0 0.0 0.120
H -0.0430 -4.9641 -4.0271 0.0 0.0 0.0 0.112
H -3.2109 -2.3011 -4.2170 0.0 0.0 0.0 0.118
H -5.3450 -1.0563 -4.0520 0.0 0.0 0.0 0.100
H -6.1466 -0.3091 -1.8247 0.0 0.0 0.0 0.101
H -4.8348 -0.7865 0.1793 0.0 0.0 0.0 0.097
H -4.0821 -3.1164 2.8278 0.0 0.0 0.0 0.099
H -5.3038 -1.8915 4.5854 0.0 0.0 0.0 0.095
H -5.1843 0.5768 4.6992 0.0 0.0 0.0 0.099
H -3.8131 1.8227 3.0466 0.0 0.0 0.0 0.108
H -2.5725 0.5742 1.3031 0.0 0.2 0.1 0.038
H -1.1810 -3.8918 2.6103 0.0 0.1 0.0 0.086
H -1.3816 -6.2877 3.0312 0.0 0.0 0.0 0.104
H -2.7871 -7.7069 1.5488 0.0 0.0 0.0 0.092
H -4.0082 -6.6637 -0.3345 0.0 0.0 0.0 0.096
H -3.8244 -4.2508 -0.7447 0.0 0.0 -0.1 0.101
C 5.1870 -2.9063 1.0317 0.0 0.1 0.0 -0.043
C 3.9777 -3.7632 0.7848 -0.1 0.0 0.0 -0.260
C 4.1601 -5.0086 0.1796 0.0 0.0 0.0 -0.070
C 3.1145 -5.8988 -0.0252 0.1 0.0 0.0 -0.110
C 1.8325 -5.5327 0.3547 0.0 0.0 0.0 -0.114
C 1.6288 -4.2811 0.9124 0.0 0.0 0.0 -0.131
C 2.6732 -3.3878 1.1585 0.1 0.0 0.1 -0.306
P 2.0712 -1.8206 1.9517 -0.1 0.1 -0.1 1.100
C 1.3357 -2.4998 3.4983 0.0 -0.1 0.1 -0.311
C 0.1078 -1.9268 3.8359 0.1 0.0 0.0 -0.124
C -0.6109 -2.3326 4.9512 0.0 0.0 0.0 -0.087
C -0.1065 -3.3472 5.7456 -0.1 0.0 0.1 -0.096
C 1.1170 -3.9220 5.4328 0.1 0.0 0.0 -0.065
C 1.8600 -3.5110 4.3287 -0.1 0.1 -0.1 -0.260
C 3.1900 -4.1654 4.0678 0.0 0.0 0.0 -0.042
C 3.4055 -0.7495 2.4878 0.0 -0.1 0.1 -0.372
C 3.7976 -0.6413 3.8276 0.0 0.0 -0.1 -0.144
C 4.6846 0.3196 4.2644 0.0 0.0 0.0 -0.144
C 5.1564 1.2557 3.3174 0.0 0.0 0.0 -0.131
C 4.7846 1.1973 2.0076 0.0 0.0 0.0 -0.078
C 3.9141 0.1688 1.4897 0.0 0.0 0.1 -0.406
C 3.6157 0.0908 0.1466 0.1 0.0 -0.1 -0.131
H 6.0831 -3.4088 0.6618 0.0 0.0 0.0 0.069
H 5.3165 -2.6998 2.0950 0.0 0.0 0.0 0.074
H 5.0953 -1.9337 0.5394 0.0 0.0 0.0 0.064
H 5.1656 -5.2915 -0.1153 0.0 0.0 0.0 0.098
H 3.3027 -6.8645 -0.4804 0.0 0.0 0.0 0.090
H 0.9894 -6.1990 0.2036 0.0 0.0 0.0 0.097
H 0.6187 -3.9755 1.1600 0.0 0.0 0.0 0.076
H -0.2878 -1.1376 3.2078 0.0 0.0 0.0 0.070
H -1.5551 -1.8552 5.1831 0.0 0.0 0.0 0.101
H -0.6549 -3.6860 6.6173 0.0 0.0 0.0 0.092
H 1.5224 -4.6993 6.0731 0.0 0.0 0.0 0.099
H 3.5837 -4.6055 4.9863 0.0 0.0 0.0 0.076
H 3.9139 -3.4441 3.6933 0.0 0.0 0.0 0.060
H 3.0994 -4.9571 3.3203 0.0 0.0 0.0 0.081
H 3.3505 -1.3086 4.5552 0.0 0.0 0.0 0.091
H 4.9369 0.4104 5.3131 0.0 0.0 0.0 0.072
H 5.8131 2.0594 3.6372 0.0 0.0 0.0 0.086
H 5.1435 1.9469 1.3097 0.0 0.0 0.0 0.099
H 3.0160 -0.7084 -0.2674 0.0 0.0 0.0 -0.020
H 3.9774 0.8508 -0.5365 0.0 0.0 0.0 0.033
F 0.0099 5.4954 1.0185 0.0 0.0 -0.1 0.144
C -0.2451 4.7893 2.1165 0.1 0.0 0.2 -0.670
F -1.1820 3.8845 1.8347 -0.1 0.0 -0.1 0.106
F -0.7404 5.6242 3.0414 0.0 0.0 0.0 0.121
S 1.3045 3.9763 2.7193 -0.1 0.1 0.2 0.574
O 1.6160 3.0467 1.6709 0.5 0.8 0.3 -0.459
O 2.1706 5.0770 3.0014 0.1 0.0 -0.1 -0.270
N 0.8912 3.2894 4.0708 0.0 0.1 0.1 -0.277
S 0.2085 1.8833 4.2029 -0.1 0.2 0.2 0.568
O -0.3994 1.3905 2.9919 -0.3 -0.1 0.6 -0.482
O 0.9441 0.9804 5.0253 0.0 -0.1 0.1 -0.244
C -1.2446 2.3442 5.2457 0.1 0.0 0.0 -0.665
F -1.9393 1.2438 5.5580 0.0 0.0 0.0 0.122
F -2.0616 3.1809 4.5973 0.0 0.0 0.0 0.121
F -0.8701 2.9289 6.3873 0.0 0.0 0.0 0.128
```
Positions in Å, forces in eV/Å.

Summary:
Net charge: -2
Lowest unoccupied orbital energy, eV: 3.63
Orbital gap, eV: 4.361
Energy above the lowest of the compared OMol25 structures with the same formula, charge and spin, eV: 0.337
HOMO energy, eV: -0.73